# 1
A structure of composition C28H18BrClN3O7S2SiW. Source: OMol25; level of theory: ωB97M-V/def2-TZVPD.

The geometry in ORCA input format:
```
! RIJCOSX wB97M-V def2-TZVPD def2/J DEFGRID3
* xyz 1 1
W -1.1963 0.2669 -0.9630
S -1.7655 2.3272 0.1323
C -0.9738 3.2324 -1.1199
S -0.5843 2.0807 -2.3596
C -0.7103 4.5500 -1.1364
C -1.0804 5.3648 -0.0192
N -1.3675 6.0164 0.8820
C -0.0315 5.1280 -2.2564
N 0.5259 5.5311 -3.1761
O 0.2950 0.0297 -0.0708
Si 1.9425 -0.4101 0.4837
C 2.4956 -1.4971 -0.8950
C 2.6680 -0.9665 -2.1804
C 3.0546 -1.7800 -3.2324
C 3.2768 -3.1342 -3.0118
C 3.1103 -3.6747 -1.7451
C 2.7187 -2.8609 -0.6910
C 1.6411 -1.2314 2.0996
C 2.4998 -0.9621 3.1684
C 2.3317 -1.6047 4.3863
C 1.2992 -2.5162 4.5500
C 0.4341 -2.7913 3.4982
C 0.6068 -2.1553 2.2799
C 2.7087 1.2619 0.5269
C 2.0460 2.2987 1.1968
C 2.5766 3.5776 1.2175
C 3.7838 3.8336 0.5775
C 4.4576 2.8152 -0.0802
C 3.9205 1.5357 -0.1107
H 2.5142 0.0942 -2.3572
H 3.1917 -1.3613 -4.2207
H 3.5857 -3.7692 -3.8317
H 3.2888 -4.7284 -1.5774
H 2.5898 -3.2881 0.2971
H 3.2995 -0.2383 3.0551
H 3.0017 -1.3901 5.2079
H 1.1653 -3.0140 5.5013
H -0.3703 -3.5027 3.6303
H -0.0691 -2.3889 1.4633
H 1.1100 2.1052 1.7119
H 2.0573 4.3731 1.7360
H 4.2011 4.8318 0.5958
H 5.3989 3.0179 -0.5734
H 4.4482 0.7492 -0.6379
Br -8.7407 -0.5235 -1.6033
C -7.2707 -0.5794 -0.4389
C -7.4617 -0.8785 0.9113
N -6.4734 -0.9361 1.7982
C -5.2426 -0.6974 1.3736
C -4.9599 -0.3945 0.0421
C -5.9956 -0.3307 -0.8925
C -3.6030 -0.1413 -0.3775
O -2.5957 -0.2262 0.4467
O -3.2606 0.1822 -1.5562
H -8.4600 -1.0782 1.2824
H -4.4487 -0.7442 2.1094
H -5.7960 -0.0956 -1.9291
O -0.0374 -2.6842 -3.0731
Cl -1.1629 -1.9637 -2.6853
O -2.3700 -2.3205 -3.2837
O -0.9119 -0.4455 -2.8888
O -1.3057 -1.8988 -1.1871
*
```

Relative energy (zero: lowest compared OMol25 entry of this formula, charge and spin), eV: 0.2333
M, g mol⁻¹: 899.883
E_LUMO, Eh: -0.2058
Gap between HOMO and LUMO, Eh: 0.24278


# 2
The ion C6H11ClN3O with charge +1 at a distorted geometry. Source: OMol25; level of theory: ωB97M-V/def2-TZVPD.

The geometry in ORCA input format:
```
! RIJCOSX wB97M-V def2-TZVPD def2/J DEFGRID3
* xyz 1 1
C -0.2861 -2.4668 -0.0865
C -0.5105 -0.9795 0.0360
Cl -2.2333 -0.7384 0.5650
N -0.2132 -0.2963 -1.2469
C 0.0085 0.9642 -1.2576
N 0.1740 1.7431 -0.1620
C 0.3394 1.1999 1.2737
N -0.7502 1.5378 2.0156
C 0.4872 -0.3439 1.1076
C 1.8868 -0.7714 0.6080
O 2.2420 -0.6806 -0.5308
H -0.9440 -2.9226 -0.8561
H -0.5885 -3.1758 0.7170
H 0.7438 -2.6971 -0.4462
H -0.1616 -0.8933 -2.0225
H -0.0704 1.3506 -2.2040
H 0.0822 2.7570 -0.2237
H 1.2311 1.6610 1.7572
H -0.6954 2.2248 2.7746
H -1.6221 1.2765 1.5951
H 0.3598 -0.7650 2.1018
H 2.6708 -1.1505 1.3173
*
```

SMILES string: C[C@]1(Cl)NC=[NH+][C@@H](N)[C@@H]1C=O
Relative energy (zero: lowest compared OMol25 entry of this formula, charge and spin), eV: 0.0000
M, g mol⁻¹: 176.627
E_LUMO, Eh: -0.1293
Gap between HOMO and LUMO, Eh: 0.36093


# 3
The molecule C3H8N2S at a distorted geometry. Source: OMol25; level of theory: ωB97M-V/def2-TZVPD.

The geometry in ORCA input format:
```
! RIJCOSX wB97M-V def2-TZVPD def2/J DEFGRID3
* xyz 0 1
C 0.6581 1.1796 -0.4672
C -0.0415 0.5329 0.6716
N 0.4623 -0.8730 0.6811
C -0.4050 -1.3046 -0.3744
N -1.8037 -0.8877 -0.1721
S -2.1823 0.7462 0.4389
H 0.9069 2.2371 -0.1240
H -0.0287 1.2675 -1.2261
H 1.5500 0.6006 -0.6449
H -0.0189 0.9346 1.6629
H 0.0678 -1.3746 1.5061
H 0.0663 -0.8558 -1.4074
H -0.4038 -2.4629 -0.4397
H -2.2868 -1.0889 -1.0619
*
```

SMILES string: C[C@@H]1NCNS1
Relative energy (zero: lowest compared OMol25 entry of this formula, charge and spin), eV: 3.4188
M, g mol⁻¹: 104.178
E_LUMO, Eh: 0.0176
Gap between HOMO and LUMO, Eh: 0.30267


# 4
A structure of composition C42H37P2SeYb at a distorted geometry. Source: OMol25; level of theory: ωB97M-V/def2-TZVPD.

The geometry in ORCA input format:
```
! RIJCOSX wB97M-V def2-TZVPD def2/J DEFGRID3
* xyz 2 2
C -4.3166 -1.3379 0.1802
C -4.0374 -0.0682 -0.3968
C -4.7431 0.4899 -1.4646
C -5.9207 -0.1397 -1.8433
C -6.2800 -1.3517 -1.2062
C -5.4893 -1.9554 -0.2311
P -2.6450 0.8692 0.2245
C -2.4885 2.4648 -0.5693
C -1.5899 2.7481 -1.6088
C -1.5701 4.0000 -2.1531
C -2.5017 4.9598 -1.7327
C -3.4360 4.6748 -0.7076
C -3.4247 3.4138 -0.0821
Yb -0.0889 0.0455 -0.0571
P 1.6933 -1.8487 -0.9523
C 1.4408 -2.4253 -2.6361
C 1.3105 -3.8006 -2.8108
C 1.2539 -4.2955 -4.1006
C 1.2150 -3.3782 -5.1801
C 1.2069 -1.9972 -4.9806
C 1.2665 -1.4797 -3.6933
C 3.1540 -0.7901 -0.8926
C 3.5362 -0.1918 0.3404
C 4.6723 0.5740 0.3941
C 5.4263 0.8091 -0.7580
C 4.9858 0.3053 -2.0098
C 3.8246 -0.4406 -2.0685
C 1.9029 -3.1414 0.2518
C 1.0731 -3.2612 1.4123
C 1.3008 -4.3944 2.1953
C 2.3027 -5.2812 1.8587
C 3.1514 -5.1234 0.7244
C 2.9338 -3.9937 -0.0894
C -2.7353 1.0325 2.0123
C -4.0073 0.8263 2.5662
C -4.1778 1.0330 3.9377
C -3.0655 1.4112 4.7153
C -1.7847 1.5703 4.1576
C -1.5995 1.3614 2.7931
H 2.9074 -0.3376 1.2380
H 5.0006 1.0043 1.3607
H 6.3531 1.3657 -0.7116
H 5.5633 0.4568 -2.9213
H 3.4673 -0.8472 -3.0338
H 1.3486 -4.4747 -1.9225
H 1.2543 -5.3654 -4.2296
H 1.1658 -3.7854 -6.1745
H 1.1915 -1.3048 -5.8222
H 1.2890 -0.3950 -3.4967
H 0.2669 -2.5454 1.6204
H 0.6636 -4.5429 3.0698
H 2.4882 -6.1475 2.4769
H 3.9159 -5.7957 0.4475
H 3.5146 -3.8115 -1.0191
H -4.8359 0.5288 1.9081
H -5.1695 0.8991 4.3417
H -3.2269 1.5808 5.7705
H -0.9464 1.8751 4.7828
H -0.6002 1.5134 2.3232
H -0.8334 1.9874 -1.9688
H -0.8309 4.2449 -2.9341
H -2.5388 5.9342 -2.1965
H -4.1708 5.3845 -0.3727
H -4.1091 3.1233 0.7074
H -4.3949 1.4519 -1.9046
H -6.5223 0.3280 -2.6028
H -7.1980 -1.8241 -1.5084
H -5.7774 -2.8869 0.2591
H -3.6247 -1.7643 0.9223
H -1.2904 -1.4023 -1.2137
H -1.2827 -1.8000 -0.1059
Se 1.5227 2.1764 -0.4312
C 2.2284 2.5687 1.3040
C 3.1035 3.6756 1.1570
C 3.7959 4.0469 2.2118
C 3.6804 3.3866 3.4682
C 2.8032 2.2803 3.5447
C 2.0919 1.8551 2.5118
H 3.1671 4.1282 0.1255
H 4.4710 4.9125 2.1028
H 4.2351 3.7269 4.3145
H 2.7013 1.7502 4.5164
H 1.4133 0.9520 2.5452
*
```

M, g mol⁻¹: 855.706
E_LUMO (spin up / spin down), Eh: -0.2345 / -0.2902
Gap between HOMO and LUMO (spin up / spin down), Eh: 0.24133 / 0.18599


# 5
A structure of composition C30H50BrIrN3O2P at a distorted geometry. Source: OMol25; level of theory: ωB97M-V/def2-TZVPD.

The geometry in ORCA input format:
```
! RIJCOSX wB97M-V def2-TZVPD def2/J DEFGRID3
* xyz 3 6
Ir -0.4472 -1.4782 -1.3427
N 3.6553 -2.4626 -0.4704
C 2.5071 -2.1400 -1.0324
O 1.4155 -2.5422 -0.5518
C 2.5150 -1.2529 -2.2456
C 1.2098 -1.3778 -2.9841
H 3.6714 -3.0970 0.3151
H 4.5381 -2.2155 -0.8900
H 3.3552 -1.5195 -2.8955
H 2.6768 -0.2248 -1.9111
H 1.0729 -2.3541 -3.4490
H 0.9916 -0.5622 -3.6666
C -1.7373 -6.9768 0.0741
C -2.1678 -5.5724 0.0307
C -3.4519 -5.1620 0.4525
C -3.7893 -3.8371 0.4193
C -2.8155 -2.9197 -0.0532
Br -3.1452 -1.1022 -0.0776
N -1.5862 -3.2821 -0.4924
C -1.2651 -4.5515 -0.4543
H -2.5332 -7.6283 0.4247
H -0.8730 -7.0896 0.7435
H -1.4108 -7.3136 -0.9183
H -4.1664 -5.8927 0.8112
H -4.7608 -3.4899 0.7465
H -0.2681 -4.8064 -0.7990
O 0.2342 0.0232 -0.0485
P 0.1281 1.2556 0.8820
C -1.0755 2.4444 0.1816
C -0.9247 3.9032 0.6935
C -0.8166 4.9133 -0.4523
C -1.9737 4.7749 -1.4438
C -2.2473 3.3076 -1.8396
C -1.1383 2.3748 -1.3558
C 1.8018 1.9451 1.0882
C 2.8399 0.8122 1.1429
C 4.1526 1.3965 1.6725
C 4.4692 2.7579 1.0196
C 3.7110 2.9298 -0.2932
C 2.1867 2.9142 -0.0569
C -0.6434 0.7022 2.4529
C -1.1363 1.8177 3.3847
C -0.0765 2.3459 4.3467
C 0.6010 1.2207 5.1209
C 1.1969 0.1718 4.1862
C 0.1727 -0.3744 3.1890
H -2.0288 2.0291 0.5387
H -0.0545 4.0086 1.3458
H -1.7996 4.1679 1.2891
H 0.1341 4.7819 -0.9739
H -0.8043 5.9201 -0.0361
H -1.7465 5.3704 -2.3279
H -2.8769 5.2233 -1.0276
H -2.3474 3.2237 -2.9224
H -3.2036 2.9725 -1.4252
H -0.1914 2.6805 -1.8015
H -1.3388 1.3465 -1.6767
H 1.8082 2.4733 2.0447
H 2.9721 0.4229 0.1314
H 2.5159 -0.0273 1.7582
H 4.9611 0.6870 1.4858
H 4.0900 1.5140 2.7563
H 5.5404 2.8497 0.8463
H 4.2124 3.5817 1.6904
H 3.9949 2.1310 -0.9842
H 3.9785 3.8734 -0.7665
H 1.6968 2.6135 -0.9862
H 1.8610 3.9244 0.1858
H -1.5230 0.2089 2.0093
H -1.9572 1.4018 3.9770
H -1.5658 2.6410 2.8138
H -0.5438 3.0460 5.0388
H 0.6813 2.9156 3.7970
H -0.1335 0.7470 5.7803
H 1.3810 1.6285 5.7635
H 1.5911 -0.6614 4.7697
H 2.0487 0.6172 3.6655
H -0.5401 -0.9892 3.7490
H 0.6509 -1.0413 2.4636
C -3.3487 -3.8873 -5.4601
C -2.7741 -2.4604 -5.4687
C -2.2076 -2.0952 -4.1802
N -1.7622 -1.8126 -3.1593
H -3.8130 -4.0829 -6.4234
H -4.1093 -4.0009 -4.6891
H -2.5634 -4.6254 -5.3055
H -3.5506 -1.7347 -5.7191
H -1.9868 -2.3682 -6.2197
*
```

Relative energy (zero: lowest compared OMol25 entry of this formula, charge and spin), eV: 0.5884
M, g mol⁻¹: 787.844
E_LUMO (spin up / spin down), Eh: -0.3516 / -0.4936
Gap between HOMO and LUMO (spin up / spin down), Eh: 0.22931 / 0.12944


# 6
The molecule C7H11N at a distorted geometry. Source: OMol25; level of theory: ωB97M-V/def2-TZVPD.

The geometry in ORCA input format:
```
! RIJCOSX wB97M-V def2-TZVPD def2/J DEFGRID3
* xyz 0 1
C 2.8278 0.0364 1.0214
C 1.5776 -0.3594 0.9724
N 0.4497 -0.6411 1.7149
C 0.4122 -0.7562 0.1845
C -0.2964 0.2130 -0.6802
C 0.4775 1.3399 -1.2879
C -1.6289 0.1713 -0.6058
C -2.5022 -0.9321 -0.1083
H 3.4297 0.0968 0.1274
H 3.3082 0.2563 1.9614
H -0.0294 0.1391 2.1522
H 0.3245 -1.7981 -0.1193
H 1.0712 1.8494 -0.5282
H -0.1890 2.0595 -1.7602
H 1.1632 0.9536 -2.0424
H -2.1763 0.9950 -1.0516
H -2.0360 -1.4811 0.7102
H -2.7402 -1.6264 -0.9179
H -3.4431 -0.5158 0.2575
*
```

SMILES string: C=C1N[C@H]1/C(C)=C\C
Relative energy (zero: lowest compared OMol25 entry of this formula, charge and spin), eV: 2.8929
M, g mol⁻¹: 109.172
E_LUMO, Eh: 0.0377
Gap between HOMO and LUMO, Eh: 0.35536


# 7
A structure of composition C4H2GaO5 at a distorted geometry. Source: OMol25; level of theory: ωB97M-V/def2-TZVPD.

The geometry in ORCA input format:
```
! RIJCOSX wB97M-V def2-TZVPD def2/J DEFGRID3
* xyz 2 2
C 0.0588 -0.1001 3.6961
O -0.1130 -0.6566 4.6879
O 0.2241 0.4611 2.6879
O -0.2594 1.4535 0.4765
C -0.5393 0.7689 -0.4865
O 0.3041 -0.1357 -0.9314
Ga 1.1430 1.7940 1.5026
H -1.4645 0.8974 -1.0721
O 0.6552 -0.3916 -4.0873
C 0.4529 -0.8010 -3.0205
C -0.1719 -1.1281 -1.8865
H -0.2900 -2.1618 -1.5667
*
```

M, g mol⁻¹: 199.778
E_LUMO (spin up / spin down), Eh: -0.3570 / -0.4951
Gap between HOMO and LUMO (spin up / spin down), Eh: 0.27782 / 0.13833


# 8
A cluster of 2 separate species, C4H9N in total at a distorted geometry. Source: OMol25; level of theory: ωB97M-V/def2-TZVPD.

The geometry in ORCA input format:
```
! RIJCOSX wB97M-V def2-TZVPD def2/J DEFGRID3
* xyz 0 1
C 0.3647 -1.6736 0.6468
C -0.4954 -1.5781 -0.3984
N -1.8439 -1.1580 -0.1449
H -0.0031 -1.5093 1.6659
H 1.4372 -1.9002 0.5341
H -0.3705 -1.7927 -1.4706
H -2.2578 -0.7050 -1.0688
H -2.0417 -0.6401 0.6592
C 1.5640 1.8408 -0.3438
C 0.5400 2.4462 0.2445
H 2.3494 1.4690 0.2588
H 1.6171 1.6750 -1.3241
H 0.5474 2.5393 1.2933
H -0.2108 2.7582 -0.4287
*
```

SMILES string: C=CN.C=C
Relative energy (zero: lowest compared OMol25 entry of this formula, charge and spin), eV: 2.1207
M, g mol⁻¹: 71.123
E_LUMO, Eh: 0.0390
Gap between HOMO and LUMO, Eh: 0.33939